(1)
This record from the OMol25 dataset describes a molecular structure, C31H26AuI2N2OSb. The level of theory is wB97M-V/def2-TZVPD.

Output
highest occupied orbital energy = -7.38 eV
net charge = 0
Kohn-Sham gap = 7.2 eV
LUMO = -0.21 eV

Structure (XYZ):
```
64
Properties=species:S:1:pos:R:3:forces:R:3
Au -1.24286 0.82267 -1.87190 -0.178 0.077 -0.017
I -5.85942 3.00382 3.62239 0.025 -0.016 -0.027
C -4.62229 1.97783 2.28499 -0.039 0.035 0.045
C -5.01306 0.74712 1.78819 0.013 0.000 0.000
C -4.17418 0.08301 0.91064 -0.044 -0.067 0.015
I -4.72861 -1.79542 0.19260 0.018 0.003 0.007
C -2.93918 0.60345 0.48881 0.077 0.070 0.085
O -2.18066 -0.12456 -0.30631 0.119 -0.047 -0.165
C -2.56050 1.86150 1.02771 0.002 0.025 0.010
C -1.23377 2.50528 0.70295 -0.031 -0.010 0.067
N -1.26719 3.19720 -0.58588 -0.068 -0.020 -0.131
C -0.00664 3.56482 -1.18001 0.039 0.014 0.018
C 0.07931 3.32550 -2.68292 0.047 0.068 0.081
C 0.69626 4.26113 -3.50125 -0.042 0.017 -0.006
C 0.84413 4.00881 -4.85293 -0.015 -0.042 -0.013
C 0.36153 2.81541 -5.36634 0.001 0.043 0.011
C -0.24523 1.92720 -4.50249 -0.020 0.001 -0.018
N -0.37971 2.17269 -3.19369 0.022 -0.113 -0.001
C -3.40384 2.52034 1.91183 0.003 -0.011 -0.030
H -5.95402 0.30285 2.07977 -0.010 -0.002 0.002
H -0.46246 1.73467 0.64173 -0.005 0.014 0.026
H -0.95395 3.17349 1.52871 -0.013 -0.020 0.005
H -1.97030 3.92028 -0.62592 0.036 0.033 0.035
H 0.77343 2.94639 -0.72140 -0.014 -0.005 -0.006
H 0.28089 4.60734 -0.99483 0.010 -0.020 -0.010
H 1.05532 5.18334 -3.06502 0.000 0.005 0.000
H 1.32521 4.73234 -5.49710 0.003 0.009 -0.005
H 0.44745 2.57043 -6.41468 0.002 -0.001 -0.007
H -0.64088 0.98366 -4.84930 0.012 -0.005 -0.003
H -3.08664 3.46930 2.32758 0.005 0.006 0.007
C 5.61454 -2.51772 -0.35366 0.018 0.006 -0.003
C 5.24310 -1.21025 -0.62960 0.010 0.013 0.006
C 3.89866 -0.86599 -0.65950 -0.016 0.008 -0.010
C 2.90788 -1.81084 -0.39674 -0.035 -0.002 0.006
C 3.29473 -3.12201 -0.13402 -0.019 -0.003 0.017
C 4.63802 -3.47306 -0.11311 0.005 -0.016 0.008
Sb 0.85991 -1.14895 -0.48160 0.162 -0.082 0.108
C -0.10658 -3.00128 -0.07202 0.005 0.063 -0.029
C -0.97543 -3.52366 -1.02391 -0.016 -0.005 0.022
C -1.64225 -4.71903 -0.78875 -0.018 0.007 -0.026
C -1.44922 -5.39620 0.40481 -0.002 -0.008 0.014
C -0.59261 -4.87603 1.36654 -0.004 -0.011 0.003
C 0.07407 -3.68306 1.12967 0.021 -0.028 -0.004
C 0.77227 -0.41478 1.53279 -0.055 -0.046 -0.035
C 1.78126 0.38671 2.05880 0.009 -0.007 -0.017
C 1.64298 0.96314 3.31523 0.027 0.004 -0.014
C 0.49164 0.74380 4.05759 -0.011 -0.004 0.014
C -0.51499 -0.06340 3.54573 -0.012 0.011 0.014
C -0.37550 -0.63978 2.29101 -0.003 0.065 -0.033
H 6.66129 -2.79229 -0.33318 0.005 -0.003 -0.001
H 5.99885 -0.46064 -0.82892 0.002 0.001 0.000
H 3.62294 0.15680 -0.90047 0.008 0.005 -0.002
H 2.54615 -3.88127 0.05567 -0.012 -0.011 0.007
H 4.92249 -4.49720 0.09346 0.000 -0.007 0.001
H -1.15633 -2.98444 -1.94669 0.002 -0.005 -0.018
H -2.32323 -5.11159 -1.53319 -0.001 -0.006 -0.001
H -1.97362 -6.32442 0.59242 -0.003 -0.002 0.002
H -0.44963 -5.39702 2.30497 0.003 0.000 0.000
H 0.72794 -3.27528 1.89273 0.004 -0.015 -0.012
H 2.69188 0.55917 1.49526 0.014 0.004 -0.005
H 2.43744 1.58119 3.71472 0.006 0.005 0.004
H 0.38086 1.19622 5.03472 -0.001 0.004 0.006
H -1.41648 -0.24031 4.11920 -0.006 0.005 0.001
H -1.17118 -1.25844 1.89410 -0.037 0.022 0.005
```
Forces are in eV/Å.


(2)
This record from the OMol25 dataset describes a molecular structure, C31H26BrF3N4O4RuS2. The level of theory is wB97M-V/def2-TZVPD.

Output
highest occupied orbital energy (alpha / beta) = -11.04 / -11.63 eV
2S+1 = 6
net charge = +1
ΔE to the lowest compared entry with this formula, charge and spin = 0.204 eV
Kohn-Sham gap (alpha / beta) = 7.2 / 7.2 eV
LUMO (alpha / beta) = -3.87 / -4.44 eV

Structure (XYZ):
```
72
Properties=species:S:1:pos:R:3:forces:R:3
Ru 0.59162 -0.23066 0.06258 -0.968 -0.017 0.092
S -0.08720 2.37176 0.51616 0.065 0.079 -0.196
C 0.08309 2.43699 2.16390 0.242 -0.311 0.139
N -0.43678 3.36949 2.93418 -0.025 0.257 0.222
C -0.17678 3.37690 4.37745 -0.060 0.044 -0.143
C -0.22578 1.96710 4.88319 0.089 -0.136 -0.024
N 0.72692 1.14531 4.12466 -0.140 -0.085 0.403
C 1.40161 0.08451 4.91251 -0.032 0.102 -0.066
C 2.41196 0.68976 5.85126 0.005 -0.028 0.016
C 3.60244 1.21258 5.35120 0.012 0.034 -0.008
C 4.52225 1.79276 6.20960 -0.015 -0.003 0.026
C 4.26292 1.84979 7.57443 -0.006 -0.007 -0.023
C 3.08367 1.32329 8.07857 0.000 -0.003 -0.026
C 2.15923 0.74574 7.21683 0.029 -0.002 0.014
C 0.92359 1.35380 2.85393 0.003 0.132 -0.391
S 2.08396 0.51532 1.94995 0.257 0.215 0.232
C -1.13060 4.56071 2.40499 -0.016 -0.117 0.047
C -0.25542 5.77904 2.53043 -0.007 0.067 0.048
C 0.88349 5.91475 1.74021 0.039 -0.015 -0.032
C 1.70166 7.02346 1.88576 -0.007 0.011 0.021
C 1.38746 8.00653 2.81793 -0.008 -0.029 -0.018
C 0.25256 7.87810 3.60330 0.003 -0.023 -0.019
C -0.56447 6.76343 3.46066 0.012 0.041 -0.005
H -0.95290 3.97070 4.85532 -0.006 0.027 -0.010
H 0.78669 3.84715 4.58661 0.028 -0.002 -0.014
H -1.22350 1.53353 4.78273 -0.015 0.001 -0.006
H 0.07178 1.93429 5.92894 0.013 -0.004 0.005
H 1.84601 -0.61628 4.21467 0.014 0.023 -0.014
H 0.61549 -0.42933 5.46717 -0.022 0.005 0.000
H 3.81383 1.15534 4.28893 -0.011 -0.007 0.023
H 5.44806 2.19194 5.81672 -0.004 -0.002 0.006
H 4.98607 2.29615 8.24414 -0.007 -0.001 -0.007
H 2.88378 1.35523 9.14132 0.001 -0.001 -0.005
H 1.24446 0.31898 7.61468 0.012 0.004 -0.007
H -2.03761 4.68578 2.99656 -0.034 -0.021 -0.020
H -1.41764 4.35343 1.37836 0.028 0.005 -0.024
H 1.12517 5.15563 1.00269 -0.020 0.033 0.039
H 2.58201 7.12698 1.26513 -0.004 0.006 0.006
H 2.02469 8.87419 2.92554 -0.001 -0.006 -0.005
H -0.00083 8.64414 4.32417 0.004 -0.007 -0.005
H -1.45720 6.66931 4.06965 0.011 -0.002 -0.010
O -3.38244 0.40639 -0.99899 -0.047 0.003 -0.027
C -2.18879 0.22756 -0.96434 -0.136 -0.235 0.414
O -1.50900 -0.21130 0.06274 -0.092 0.057 -0.436
C -1.36056 0.49774 -2.19601 0.272 0.152 -0.117
C -1.93599 0.61085 -3.45040 -0.118 0.036 0.064
C -1.11744 0.86009 -4.53541 0.073 0.017 -0.071
C 0.24850 1.02207 -4.33221 -0.081 0.029 -0.069
C 0.74553 0.90610 -3.05159 -0.113 0.040 0.155
N -0.04569 0.63367 -2.00569 0.231 -0.083 -0.278
H -3.00853 0.50580 -3.53661 0.014 -0.004 0.002
H -1.53429 0.93784 -5.53102 0.000 0.006 0.013
H 0.91834 1.23965 -5.15207 -0.007 -0.008 0.001
H 1.79971 1.03495 -2.84494 0.017 -0.033 0.016
F 1.84238 -2.70098 3.38826 -0.085 -0.007 0.037
C 1.77420 -3.47260 2.29060 0.274 -0.030 0.050
F 2.92450 -3.27634 1.60545 0.055 0.029 -0.046
F 1.73932 -4.73638 2.68219 0.030 -0.044 0.026
C 0.59430 -3.11759 1.36532 -0.607 0.261 0.076
O 0.07167 -4.01298 0.75028 0.035 -0.019 -0.167
O 0.29482 -1.85593 1.35690 0.480 -0.313 0.033
Br 3.22224 -0.98020 -1.09664 0.230 -0.079 -0.030
C 2.03736 -2.35007 -1.69085 -0.004 0.144 -0.018
C 2.50428 -3.51448 -2.24755 -0.076 -0.100 -0.065
C 1.53337 -4.42270 -2.65857 0.103 -0.028 -0.010
C 0.19355 -4.12605 -2.48627 -0.055 0.000 -0.003
C -0.15620 -2.93114 -1.88407 -0.032 0.090 0.026
N 0.76594 -2.04270 -1.50504 0.183 -0.153 0.134
H 3.56113 -3.70864 -2.35077 -0.008 0.006 -0.008
H 1.83493 -5.36239 -3.10223 -0.010 0.010 0.003
H -0.57822 -4.82158 -2.78151 0.011 0.000 0.002
H -1.18618 -2.67019 -1.67946 0.005 0.000 0.033
```
Forces are in eV/Å.


(3)
This record from the OMol25 dataset describes a molecular structure, C31H26BrN7ORu. The level of theory is wB97M-V/def2-TZVPD.

Output
highest occupied orbital energy (alpha / beta) = -13.85 / -13.85 eV
net charge = +2
ΔE to the lowest compared entry with this formula, charge and spin = 0.000 eV
Kohn-Sham gap (alpha / beta) = 5.2 / 5.2 eV
LUMO (alpha / beta) = -8.64 / -8.64 eV

Structure (XYZ):
```
67
Properties=species:S:1:pos:R:3:forces:R:3
Ru -0.84492 -0.42585 0.31146 -0.128 -0.127 0.103
Br -1.09979 1.02434 7.55761 -0.011 -0.001 -0.037
C -1.26293 0.87024 5.69335 0.017 -0.034 0.036
C -1.82470 1.90951 4.95252 -0.011 0.029 -0.004
C -1.94946 1.80576 3.58066 0.014 -0.071 0.071
C -1.50295 0.66554 2.92188 -0.037 0.017 0.041
O -1.69053 0.64739 1.57697 0.168 -0.072 -0.055
C -0.93439 -0.38839 3.65877 -0.027 0.138 -0.049
C -0.49854 -1.61320 3.05995 0.018 0.078 -0.064
N -0.37243 -1.79734 1.79159 -0.074 0.108 -0.057
C -0.08978 -3.08516 1.27221 0.047 -0.221 -0.043
C 0.56846 -4.11204 1.89776 -0.050 0.107 -0.033
C 0.66805 -5.36786 1.26527 0.041 -0.072 0.031
C 0.09382 -5.59731 0.04712 -0.028 -0.024 -0.040
C -0.58116 -4.55102 -0.62604 0.049 0.092 0.106
C -1.24741 -4.69340 -1.85889 -0.038 -0.009 -0.047
C -1.89752 -3.61877 -2.41466 0.005 -0.042 -0.057
C -1.83077 -2.38009 -1.78276 0.217 -0.101 0.185
N -1.18837 -2.19743 -0.63022 -0.308 0.065 -0.221
C -0.61852 -3.28652 -0.01408 0.065 0.079 0.046
C -0.83829 -0.27174 5.05402 -0.011 0.002 0.062
H -2.17476 2.79943 5.45796 0.009 -0.001 0.004
H -2.40368 2.60478 3.01142 0.002 -0.010 -0.034
H -0.29911 -2.44487 3.73169 0.014 0.000 0.009
H 1.01535 -3.97479 2.87377 0.006 -0.006 0.001
H 1.19464 -6.16529 1.77096 -0.002 0.002 0.000
H 0.14678 -6.57528 -0.41261 -0.003 0.004 -0.007
H -1.25698 -5.65678 -2.35372 0.005 -0.003 0.002
H -2.43869 -3.70413 -3.34554 0.004 -0.011 -0.002
H -2.29189 -1.51409 -2.22209 -0.089 0.118 -0.067
H -0.42331 -1.08992 5.62892 0.008 0.004 -0.001
N 8.61252 1.84634 -0.94815 0.057 0.014 -0.011
C 7.50601 1.57888 -0.80306 -0.064 -0.015 0.012
C 6.12232 1.24239 -0.61804 0.072 0.003 -0.003
C 5.13855 2.04373 -1.20160 -0.139 0.008 -0.041
C 3.81294 1.71225 -1.02999 0.092 0.172 -0.092
C 3.46080 0.58911 -0.26103 -0.284 -0.051 0.013
C 4.46273 -0.19974 0.33045 0.162 -0.100 0.075
C 5.78889 0.11973 0.14410 -0.079 -0.054 0.072
C 2.11053 0.25426 -0.09042 0.277 0.039 -0.005
C 0.91818 -0.05676 0.03565 0.001 -0.001 0.060
H 5.42669 2.90661 -1.78479 -0.007 0.008 0.004
H 3.03497 2.31981 -1.47223 0.012 -0.007 -0.024
H 4.18096 -1.05870 0.92372 0.012 0.000 -0.004
H 6.57337 -0.47919 0.58421 -0.005 -0.006 0.004
C -0.89869 2.45671 -0.63333 -0.026 -0.049 -0.078
N -1.38317 1.09266 -1.12667 0.055 0.121 0.051
C -2.88377 1.22061 -1.26388 0.006 -0.051 0.022
N -3.25871 2.28614 -2.15193 -0.012 0.007 0.003
C -2.74487 3.55499 -1.62621 -0.021 0.003 -0.018
N -1.28495 3.51740 -1.52075 0.015 0.029 0.029
C -0.72162 3.27634 -2.84884 0.017 -0.017 0.008
N -1.20315 2.00405 -3.39222 0.042 0.006 -0.004
C -0.80348 0.93773 -2.51558 -0.048 -0.002 0.051
C -2.66646 2.04682 -3.47027 -0.004 -0.013 -0.006
H 0.18635 2.40264 -0.55635 0.012 0.017 -0.001
H -1.33028 2.61662 0.35076 -0.005 0.000 0.042
H -3.28860 1.39386 -0.26621 0.001 0.017 -0.007
H -3.27875 0.27747 -1.64625 0.009 -0.059 -0.009
H -3.17788 3.74267 -0.64286 0.001 -0.008 0.002
H -3.03637 4.36303 -2.29532 -0.002 -0.001 0.001
H 0.36729 3.24893 -2.77973 0.004 0.004 -0.013
H -1.00724 4.08607 -3.51808 -0.016 0.004 0.003
H 0.28123 0.91029 -2.41608 0.016 0.016 0.000
H -1.14105 -0.00954 -2.92944 -0.025 -0.085 -0.012
H -3.03373 1.09736 -3.86563 -0.010 0.010 -0.005
H -2.96778 2.84271 -4.14921 0.010 0.008 0.003
```
Forces are in eV/Å.


Number 1: E -64026.9101 eV. Number 2: E -149161.4459 eV. Number 3: E -117655.0401 eV.